Record 1
Density functional theory data (ωB97M-V/def2-TZVPD) for a cluster of 8 separate species, C25H45N8O9 in total at a distorted geometry.

```
87
Properties=species:S:1:pos:R:3:lowdin_charge:R:1
C 2.632 -0.240 1.535 -0.03
C 1.878 0.491 0.451 -0.49
C 2.164 -0.196 -0.915 -0.11
C 1.249 0.290 -2.067 -0.19
C -0.157 -0.031 -1.705 -0.08
C -0.650 0.775 -0.310 -0.33
N 0.475 0.671 0.688 0.07
O 0.063 0.983 1.857 0.19
C -1.994 0.292 0.074 -0.01
C -0.834 2.342 -0.579 0.03
C 2.570 1.888 0.510 0.01
H 3.823 -0.435 1.213 0.17
H 2.063 -1.166 1.370 0.06
H 2.557 -0.059 2.706 0.13
H 1.723 -1.331 -1.011 0.16
H 3.144 0.088 -0.999 0.09
H 1.560 -0.222 -3.067 0.14
H 1.523 1.378 -2.272 0.13
H -0.326 -1.049 -1.766 0.09
H -0.699 0.402 -2.386 0.04
H -1.994 -0.731 0.330 0.07
H -2.609 0.562 -0.794 0.12
H -2.411 0.925 0.717 0.02
H -1.424 2.765 -1.519 0.16
H 0.134 2.590 -0.933 0.05
H -1.255 2.814 0.268 0.04
H 2.397 2.258 1.477 0.08
H 2.529 2.674 -0.196 0.09
H 3.596 1.657 0.547 0.08
N -2.956 4.698 3.179 -0.04
C -1.920 3.893 2.974 -0.17
C -1.793 2.732 4.005 -0.03
C -2.991 3.118 4.858 -0.02
C -3.867 4.273 4.057 -0.04
H -3.106 5.489 2.629 0.14
H -1.063 3.952 2.195 0.12
H -1.232 1.889 4.223 0.04
H -3.212 2.671 5.823 0.06
H -4.736 4.686 4.301 0.06
N -4.462 1.961 2.156 -0.11
C -4.810 2.413 0.890 -0.12
C -5.832 1.354 0.463 -0.09
C -6.107 0.492 1.658 -0.08
C -5.068 0.851 2.722 -0.09
H -3.757 2.571 2.847 0.11
H -4.414 3.244 0.314 0.08
H -6.279 1.295 -0.553 0.07
H -6.776 -0.369 1.787 0.07
H -4.912 0.632 3.792 0.10
N -1.437 -0.786 -5.032 -0.09
C -0.494 -0.248 -5.782 -0.22
C -0.999 1.030 -6.264 -0.10
C -2.419 1.196 -5.661 -0.04
C -2.588 -0.009 -4.724 -0.06
H -1.017 -1.762 -4.732 0.16
H 0.508 -0.987 -5.899 0.16
H -0.499 1.725 -6.970 0.07
H -3.005 2.093 -5.994 0.08
H -3.288 -0.327 -4.076 0.04
C 4.707 -2.781 -2.444 0.10
N 4.023 -3.354 -1.181 -0.38
O 4.125 -2.628 -0.190 0.04
O 3.702 -4.526 -1.266 0.07
H 4.383 -3.399 -3.123 0.03
H 5.783 -2.598 -2.172 0.15
H 4.478 -1.878 -2.689 0.02
C 0.330 -4.587 0.589 0.09
N -0.615 -3.415 0.418 -0.37
O -1.580 -3.472 -0.418 0.05
O -0.293 -2.430 1.080 0.03
H 0.908 -4.735 -0.190 0.02
H -0.504 -5.257 0.944 0.14
H 1.019 -4.266 1.353 0.10
C 1.609 -5.146 -3.811 0.08
N 0.732 -3.997 -3.440 -0.36
O -0.513 -4.058 -3.912 0.01
O 1.221 -3.128 -2.859 0.10
H 1.203 -5.984 -3.318 0.11
H 2.575 -5.156 -3.544 0.05
H 1.594 -5.175 -4.775 0.05
C 5.205 1.685 6.198 0.04
N 4.402 0.475 5.949 -0.40
O 4.228 -0.041 4.841 0.02
O 3.760 -0.094 6.898 0.03
H 5.159 1.991 7.283 0.13
H 4.960 2.376 5.356 0.12
H 6.202 1.421 6.010 0.08
```

Net charge: +1
Energy above the lowest of the compared OMol25 structures with the same formula, charge and spin (kJ/mol): 70.57
Multiplicity: 1
E_LUMO (Ha): -0.21111
Gap between HOMO and LUMO (Ha): 0.138


Record 2
Density functional theory data (ωB97M-V/def2-TZVPD) for a structure of composition C21H56CoF4N2O15S4 at a distorted geometry.

```
103
Properties=species:S:1:pos:R:3:mulliken_spin:R:1
Co 4.292 2.860 -17.785 2.80
N 3.977 1.763 -16.222 -0.01
S 3.408 2.011 -14.814 0.03
O 4.390 2.050 -13.697 0.00
O 2.013 1.658 -14.546 0.01
F 3.278 3.567 -15.119 0.01
S 4.060 0.013 -15.826 0.00
O 2.830 -0.761 -15.720 0.01
O 5.231 -0.360 -15.022 0.01
F 4.561 -0.482 -17.294 0.00
N 5.406 3.122 -19.442 0.03
S 6.177 2.015 -20.502 0.00
O 7.595 2.013 -20.587 0.01
O 5.404 1.819 -21.717 0.00
F 5.859 0.707 -19.646 0.00
S 5.972 4.301 -20.190 0.01
O 5.424 4.639 -21.477 0.01
O 7.292 4.780 -19.778 0.00
F 5.036 5.391 -19.451 0.00
C 1.088 5.592 -16.976 0.00
C 2.001 5.083 -18.103 0.01
C 2.294 6.052 -19.239 0.00
O 3.199 4.732 -17.490 0.02
H 0.053 5.568 -17.317 0.00
H 1.421 6.610 -16.774 0.00
H 1.189 4.982 -16.078 0.00
H 1.485 4.304 -18.664 0.00
H 2.899 6.884 -18.879 0.00
H 1.376 6.425 -19.694 0.00
H 2.761 5.572 -20.099 0.00
H 3.455 5.450 -16.907 0.00
C 7.325 4.455 -14.581 0.00
C 7.044 3.977 -16.047 0.01
C 7.298 2.510 -16.357 -0.01
O 5.718 4.288 -16.396 0.02
H 6.986 5.440 -14.258 0.00
H 8.385 4.474 -14.330 0.00
H 6.756 3.898 -13.836 0.00
H 7.649 4.647 -16.658 0.00
H 8.256 2.133 -16.000 0.00
H 7.292 2.324 -17.431 0.01
H 6.509 1.974 -15.829 0.00
H 5.544 5.056 -15.847 0.00
C 0.567 1.422 -18.583 0.00
C 1.964 0.857 -18.687 0.00
C 2.039 -0.202 -19.711 0.00
O 2.848 1.869 -19.084 0.03
H 0.424 2.136 -17.772 0.00
H -0.268 0.752 -18.380 0.00
H 0.323 1.945 -19.508 0.00
H 2.240 0.356 -17.759 0.00
H 1.806 0.267 -20.667 0.00
H 1.522 -1.076 -19.315 0.00
H 3.064 -0.551 -19.834 0.00
H 2.542 2.083 -19.969 0.00
C 5.616 3.329 -9.300 0.00
C 5.934 2.694 -10.649 0.00
C 5.601 1.254 -10.873 0.00
O 5.234 3.552 -11.565 0.00
H 4.577 3.264 -8.976 0.00
H 5.739 4.410 -9.242 0.00
H 6.196 2.777 -8.560 0.00
H 7.005 2.691 -10.848 0.00
H 6.153 0.609 -10.188 0.00
H 5.773 0.935 -11.901 0.00
H 4.566 1.063 -10.590 0.00
H 4.950 2.945 -12.253 0.00
C 4.730 -2.746 -19.953 0.00
C 5.425 -2.934 -21.282 0.00
C 5.031 -2.033 -22.348 0.00
O 6.820 -2.772 -21.126 0.00
H 4.865 -3.556 -19.236 0.00
H 3.656 -2.657 -20.118 0.00
H 4.857 -1.788 -19.450 0.00
H 5.302 -3.953 -21.648 0.00
H 5.293 -1.005 -22.099 0.00
H 3.964 -2.088 -22.563 0.00
H 5.580 -2.200 -23.275 0.00
H 7.225 -3.058 -21.948 0.00
C 3.236 -6.140 -15.223 0.00
C 2.454 -5.197 -16.180 0.00
C 3.151 -3.993 -16.688 0.00
O 2.271 -5.877 -17.408 0.00
H 2.625 -6.988 -14.916 0.00
H 3.382 -5.512 -14.344 0.00
H 4.231 -6.456 -15.536 0.00
H 1.453 -4.958 -15.822 0.00
H 3.315 -3.356 -15.819 0.00
H 2.511 -3.345 -17.286 0.00
H 4.055 -4.101 -17.287 0.00
H 1.625 -6.587 -17.396 0.00
C 1.595 0.993 -11.151 0.00
C 1.757 1.269 -9.659 0.00
C 1.210 2.656 -9.119 0.00
O 1.058 0.272 -8.991 0.00
H 1.518 -0.046 -11.472 0.00
H 2.410 1.516 -11.651 0.00
H 0.699 1.533 -11.455 0.00
H 2.733 0.916 -9.325 0.00
H 1.249 2.822 -8.043 0.00
H 0.262 3.012 -9.523 0.00
H 1.889 3.378 -9.572 0.00
H 1.633 -0.416 -8.648 0.00
```

Multiplicity: 4
E_LUMO (alpha / beta) (Ha): -0.06465 / -0.08226
Gap between HOMO and LUMO (alpha / beta) (Ha): 0.290 / 0.273


Record 3
Density functional theory data (ωB97M-V/def2-TZVPD) for a structure of composition C13H20AsCl3NO2PdSi2.

```
43
Properties=species:S:1:pos:R:3:nbo_charge:R:1
Pd 1.021 0.108 -0.394 0.43
Cl -2.330 6.641 -2.348 -0.05
C -1.672 5.203 -1.599 -0.08
C -0.714 4.459 -2.259 -0.25
C -0.200 3.324 -1.662 -0.14
Cl 0.997 2.418 -2.541 0.00
C -0.601 2.855 -0.379 0.40
O -0.163 1.812 0.213 -0.79
C -1.594 3.677 0.227 -0.13
Cl -2.175 3.198 1.797 -0.02
C -2.118 4.815 -0.349 -0.25
H -0.360 4.754 -3.237 0.23
H -2.869 5.389 0.175 0.23
C 3.549 -2.753 1.333 -1.13
Si 1.674 -2.643 1.296 1.33
C 0.906 -4.332 1.615 -1.12
C 1.119 -1.444 2.615 -1.14
As 1.384 -2.008 -0.983 0.04
Si -1.139 -0.857 -0.848 1.31
C -1.485 -2.672 -1.356 -1.13
C -2.121 -0.644 0.737 -1.14
C -1.870 0.143 -2.256 -1.12
H 3.890 -3.038 2.333 0.23
H 3.974 -1.775 1.097 0.26
H 3.939 -3.482 0.620 0.23
H 1.191 -4.706 2.602 0.23
H 1.224 -5.060 0.865 0.23
H -0.185 -4.275 1.585 0.23
H 1.363 -1.843 3.605 0.23
H 0.046 -1.255 2.575 0.24
H 1.629 -0.488 2.481 0.27
H -1.077 -3.434 -0.686 0.23
H -1.159 -2.900 -2.372 0.23
H -2.575 -2.774 -1.325 0.23
H -1.921 -1.461 1.434 0.22
H -3.191 -0.661 0.503 0.22
H -1.882 0.306 1.213 0.27
H -1.275 0.027 -3.164 0.24
H -1.903 1.206 -2.013 0.25
H -2.888 -0.201 -2.460 0.22
O 4.918 1.956 0.652 -0.68
C 3.848 1.454 0.436 0.73
N 2.797 0.962 0.224 -0.85
```

Net charge: -1
Energy above the lowest of the compared OMol25 structures with the same formula, charge and spin (kJ/mol): 126.54
Multiplicity: 1
E_LUMO (Ha): 0.04817
Gap between HOMO and LUMO (Ha): 0.222


Record 4
Density functional theory data (ωB97M-V/def2-TZVPD) for the ion C5H8O with charge +1 at a distorted geometry.

```
14
Properties=species:S:1:pos:R:3:mulliken_spin:R:1
O -0.484 2.344 -1.352 0.03
C -0.312 1.170 -1.475 0.00
C -1.196 0.094 -0.906 0.04
C -0.620 -0.516 0.456 0.03
C 0.639 0.066 0.926 0.27
C 1.712 -0.758 1.269 0.43
H 0.567 0.770 -2.038 0.02
H -1.251 -0.770 -1.572 0.00
H -2.219 0.411 -0.737 0.00
H -0.480 -1.583 0.316 -0.01
H -1.394 -0.207 1.175 0.08
H 0.773 1.139 1.043 0.04
H 2.747 -0.419 1.216 0.03
H 1.518 -1.742 1.678 0.04
```

Net charge: +1
Energy above the lowest of the compared OMol25 structures with the same formula, charge and spin (kJ/mol): 191.67
Multiplicity: 2
E_LUMO (alpha / beta) (Ha): -0.20990 / -0.32906
Gap between HOMO and LUMO (alpha / beta) (Ha): 0.318 / 0.192


Short version: electronic energy = -56968.3710, -148208.3786, -137036.0878, -7351.1333 eV, in the order given.